{"formula": "C31H55ClF4N3O7P2S2", "method": "ωB97M-V with the def2-TZVPD basis set", "energy_ha": -4242.6771, "gap_ev": 4.61, "homo_ev": -9.53, "total_charge": 1, "fmax_ev_per_a": 9.671, "spin_multiplicity": 1, "elements": ["Cl", "S", "S", "P", "P", "F", "F", "F", "F", "O", "O", "O", "O", "O", "O", "O", "N", "N", "N", "C", "C", "C", "C", "C", "C", "C", "C", "C", "C", "C", "C", "C", "C", "C", "C", "C", "C", "C", "C", "C", "C", "C", "C", "C", "C", "C", "C", "C", "C", "C", "H", "H", "H", "H", "H", "H", "H", "H", "H", "H", "H", "H", "H", "H", "H", "H", "H", "H", "H", "H", "H", "H", "H", "H", "H", "H", "H", "H", "H", "H", "H", "H", "H", "H", "H", "H", "H", "H", "H", "H", "H", "H", "H", "H", "H", "H", "H", "H", "H", "H", "H", "H", "H", "H", "H"], "coordinates": [[5.104272, 2.139447, 2.033120], [5.290514, 0.899011, -4.214190], [2.702863, -1.929665, -1.278479], [6.924612, -0.469963, -1.722541], [4.232830, -0.198207, -2.940296], [7.715078, -2.812968, 3.566079], [8.607177, -2.517442, 1.278833], [3.944907, -5.184981, -3.950086], [8.999833, -0.872699, 3.041735], [-6.966713, 1.063687, -3.227818], [6.474586, -3.412168, -0.610323], [-12.165188, 1.250126, -0.783281], [5.737148, 3.066485, -1.821301], [3.085758, -2.572700, 1.237093], [7.693251, 0.862447, -1.973791], [5.777080, -3.624593, -3.809306], [4.589396, -4.234900, -1.660735], [-2.718596, 1.104223, 0.897614], [4.138854, 1.120532, 0.948743], [4.111986, -1.556439, 1.138110], [5.058022, -0.288689, -1.169620], [3.500032, 0.075755, 3.264400], [-1.601851, 1.914026, 1.585341], [5.813211, 4.513500, -1.569535], [1.034743, 1.289507, 1.968861], [-3.293162, 1.462923, -0.454502], [-4.588373, -0.650908, 0.409622], [-12.577457, 3.612406, -0.613512], [4.560288, 2.455975, -1.142651], [-4.492125, 0.413216, -0.835808], [5.424754, -1.988733, 2.067789], [-0.136994, 1.752744, 0.866529], [5.194582, -3.061072, -0.931596], [2.680529, -1.095112, 4.050517], [1.855595, 0.073878, 1.265699], [6.660222, -0.938590, 2.099324], [4.941782, 1.058677, -0.293190], [-12.058207, 2.369829, 0.092121], [3.178679, -3.717295, 2.036609], [3.493642, -0.059255, 1.592156], [4.440590, -1.655875, -0.507192], [1.226924, -1.192552, 4.331633], [3.920229, -5.069188, 1.442509], [-12.838490, 2.089365, 1.366491], [-8.499807, 0.136839, -4.830861], [-8.216865, 0.391806, -3.358972], [8.025607, -1.839422, 2.456742], [-9.310731, 1.234103, -2.722160], [4.836561, -4.301646, -3.114705], [-3.412693, -0.143855, 1.469503], [3.619436, 2.339218, -1.823869], [3.324124, -1.972412, 4.546978], [-9.382953, 2.214227, -3.206847], [1.236667, -0.880978, 1.516912], [0.450531, 1.048918, 2.943354], [5.122812, -2.125164, 3.220017], [4.264450, -1.506292, -3.613756], [2.932121, 0.412140, -2.924618], [-1.642791, 1.603539, 2.713426], [4.602822, 0.013327, 3.721033], [0.435801, -1.669518, 3.576410], [-5.120557, 0.492757, -1.824637], [5.862395, -3.044984, 1.814110], [4.906875, 5.048325, -2.081227], [-12.494152, 4.494831, 0.028387], [6.784108, 4.897584, -2.148102], [6.954562, -1.319213, -2.914885], [-0.274641, 0.930324, 0.012232], [-2.835452, 2.388140, -1.004748], [-3.156773, -0.667765, 2.504721], [-12.014651, 3.794969, -1.535345], [-13.626913, 3.488719, -0.903556], [6.897713, -0.353288, 1.129260], [-7.032221, 1.913145, -3.695023], [3.232767, -5.539794, 0.620822], [-9.447918, -0.393121, -4.964532], [2.752654, -2.591428, -2.488590], [3.104686, 1.096295, 3.665593], [3.550222, -3.629134, 3.166278], [-8.543244, 1.078011, -5.390375], [7.725170, -1.167074, -0.705156], [6.628051, -0.133253, 2.975638], [-7.698204, -0.460026, -5.278942], [0.126590, 2.810574, 0.380640], [-10.283195, 0.737109, -2.792586], [-1.943547, 3.056331, 1.551459], [3.928371, -5.851300, 2.344408], [-5.350171, -1.552718, 0.515659], [-13.897194, 1.911623, 1.146716], [5.974357, 4.799979, -0.446438], [-13.104288, 1.128148, -1.000916], [-12.461896, 1.185451, 1.857112], [5.032323, -4.927196, 1.128542], [0.766831, -0.738838, 5.317378], [-8.132588, -0.563431, -2.829429], [-9.087608, 1.419980, -1.665978], [6.073484, 1.308975, 0.015032], [3.706117, -4.593310, -1.294446], [-10.996936, 2.498686, 0.331071], [3.343111, 1.802028, 0.737360], [1.829548, 0.370127, 0.107181], [4.267333, 3.348644, -0.397305], [2.051573, -4.104600, 2.194554], [1.704370, 2.265039, 2.110493], [-12.762964, 2.926082, 2.067804]], "forces_ev_per_angstrom": [[-0.173, 0.058, 0.264], [-0.606, -0.575, 1.013], [-0.936, 0.027, 0.400], [3.714, 2.913, -1.080], [1.517, 1.839, -2.699], [1.239, 2.791, -3.858], [-1.787, 2.079, 4.380], [2.456, 2.556, 3.595], [-2.596, -3.434, -2.039], [0.461, 0.129, 0.037], [-8.013, 3.588, -1.577], [0.032, -0.227, -0.181], [-1.950, -0.228, 1.626], [0.902, 1.470, 0.826], [-2.437, -3.055, 1.154], [-6.653, -4.553, 5.342], [0.040, 1.536, -3.158], [-2.553, -2.170, -1.455], [-1.130, 1.547, 0.070], [1.355, -1.384, 0.124], [-0.730, -1.555, -0.014], [0.888, -1.556, 0.095], [-1.213, 0.567, -0.038], [0.979, 0.952, -1.168], [-0.332, 1.441, -1.422], [-2.127, -3.586, 1.710], [3.857, 4.471, -0.142], [0.203, 0.249, -0.178], [0.242, 2.134, 0.329], [3.494, 0.861, 3.885], [0.290, 0.117, 1.164], [-0.598, -0.086, 0.062], [7.760, -3.422, 1.588], [-0.978, -0.579, 0.737], [-0.027, 0.892, -1.040], [1.535, -0.655, 0.803], [3.537, 1.541, -2.797], [-0.697, 0.090, -0.023], [-1.020, -3.857, 2.590], [-2.601, -2.156, 2.635], [-0.393, -0.655, -0.811], [0.607, 0.308, -0.857], [-0.415, -0.119, 0.865], [0.140, -0.132, 0.317], [0.099, -0.315, -0.180], [-0.430, 0.511, -0.349], [0.628, 0.866, 0.959], [-0.122, -0.117, 0.292], [3.841, 2.803, -4.029], [-2.295, 0.329, -3.754], [1.871, -0.114, 0.831], [-0.940, 3.124, 0.346], [-0.005, -0.119, -0.121], [1.658, 1.494, -0.877], [1.610, 0.110, -1.547], [0.277, 0.482, -2.769], [-0.343, 0.809, 1.459], [0.471, -0.918, 0.555], [0.348, 0.462, -2.178], [-2.454, -0.051, -1.221], [1.499, 2.639, 0.839], [1.306, -0.236, 2.301], [-1.101, 2.165, -0.071], [1.528, -0.873, 1.263], [-0.051, -0.068, -0.090], [-2.166, -1.085, 1.277], [-0.647, 0.321, 1.206], [0.378, 1.866, 1.869], [-1.178, -2.074, 1.151], [-0.393, 1.668, -2.535], [-0.013, -0.018, 0.172], [0.044, -0.020, 0.165], [-0.389, -1.263, 1.571], [-0.029, -0.393, 0.210], [1.566, 0.868, 1.325], [0.102, 0.087, -0.021], [0.778, 0.476, 0.936], [0.355, -1.933, -1.208], [-0.540, 0.495, -2.569], [-0.110, -0.015, 0.134], [-1.384, 0.117, -0.693], [-0.074, -1.967, -1.866], [-0.132, 0.019, 0.101], [-0.390, -2.488, 0.950], [0.107, 0.149, 0.081], [0.757, -2.525, 0.047], [-0.075, 1.751, -1.971], [2.027, 2.255, -0.109], [0.072, 0.148, -0.053], [-0.609, -0.693, -1.920], [0.402, 0.089, 0.135], [0.015, 0.167, -0.063], [-2.125, -0.266, 0.312], [1.243, -2.702, -1.079], [0.199, 0.185, -0.016], [-0.073, -0.127, -0.135], [-2.472, -0.644, -0.745], [0.170, 0.143, -0.494], [-0.091, -0.196, -0.163], [0.856, -1.070, 0.307], [-0.207, -1.131, 2.290], [0.252, -2.372, -0.838], [2.408, 1.179, -0.482], [-1.250, -2.061, 0.043], [-0.056, -0.097, -0.053]]}